Here is C5H7NO as an isolated structure from the OMol25 dataset. Energies are from ωB97M-V/def2-TZVPD.

Positions of all 14 atoms, in Å:
N: -1.586 0.279 -2.099
C: -0.650 0.323 -1.269
O: 0.335 1.251 -0.975
C: 1.059 0.259 -0.181
C: 0.735 0.348 1.317
C: -0.431 -0.657 1.113
C: -0.096 -0.754 -0.392
H: -1.678 1.100 -2.694
H: 2.094 0.169 -0.518
H: 0.467 1.353 1.654
H: 1.534 -0.041 1.957
H: -1.436 -0.302 1.351
H: -0.263 -1.606 1.627
H: -0.083 -1.722 -0.891

Cartesian forces, eV/Å:
0.1 0.3 0.0
-0.2 -0.3 -0.2
-0.2 0.0 -0.1
0.3 0.0 0.1
0.1 0.1 0.1
-0.2 0.0 0.1
0.0 -0.3 -0.1
0.1 0.2 0.2
-0.2 -0.1 0.0
0.0 -0.1 -0.1
-0.1 0.1 -0.2
0.1 0.0 0.0
0.0 0.2 -0.1
0.3 0.0 0.2

Computed properties:
Frontier orbital gap: 10.9869 eV
Largest force on an atom: 0.008 hartree/bohr
HOMO level: -9.96 eV
Energy relative to the best compared isomer or geometry (same formula, charge and spin): 1.887 eV
E: -8834.31632 eV
Multiplicity: 1